1.
{
  "formula": "C37H43F5InN3O4PSSi2",
  "method": "wB97M-V/def2-TZVPD",
  "homo_lumo_gap_ev": 5.17,
  "homo_energy_ev": -3.35,
  "lumo_energy_ev": 1.825,
  "charge": -1,
  "spin_multiplicity": 1,
  "total_energy_ha": -3909.03983,
  "elements": ["In", "C", "Si", "C", "C", "C", "C", "C", "C", "C", "Si", "C", "C", "H", "H", "H", "H", "H", "H", "H", "H", "H", "H", "H", "H", "H", "H", "H", "H", "C", "C", "C", "C", "C", "C", "N", "C", "C", "C", "C", "C", "C", "H", "H", "H", "H", "H", "H", "H", "H", "H", "H", "C", "C", "C", "C", "N", "C", "S", "N", "C", "H", "H", "H", "H", "H", "H", "H", "H", "F", "C", "C", "F", "C", "F", "C", "O", "C", "F", "C", "F", "C", "O", "P", "O", "C", "O", "C", "H", "H", "H", "H", "H", "H", "H", "H", "H"],
  "positions_angstrom": [[-0.455133, -0.701807, 0.733940], [-1.321042, -4.083323, 2.116367], [-0.402486, -2.526855, 2.667912], [-0.953870, -2.238953, 4.449981], [1.419254, -3.059402, 2.725507], [1.814807, -3.961319, 3.729784], [3.105002, -4.464341, 3.804000], [4.047228, -4.058360, 2.862741], [3.681751, -3.151028, 1.879284], [2.377965, -2.633882, 1.779247], [2.117348, -1.404936, 0.328248], [3.518064, -0.164827, 0.594170], [2.516835, -2.415821, -1.202302], [-1.162762, -4.897822, 2.835599], [-0.966783, -4.418647, 1.134892], [-2.397566, -3.891982, 2.032503], [-1.040578, -3.189980, 4.992234], [-1.936485, -1.753180, 4.459500], [-0.253232, -1.592394, 4.991714], [1.085023, -4.283651, 4.471665], [3.374272, -5.171106, 4.581291], [5.058836, -4.446751, 2.896559], [4.438750, -2.837038, 1.162929], [4.361995, -0.635816, 1.111137], [3.181727, 0.682743, 1.196627], [3.859161, 0.223684, -0.372838], [3.477950, -2.929471, -1.070784], [2.573572, -1.772234, -2.085321], [1.744002, -3.174202, -1.371302], [-4.239950, 2.047358, 4.245435], [-2.972163, 1.487530, 4.370500], [-2.487994, 0.594630, 3.427630], [-3.249328, 0.209364, 2.306167], [-4.525911, 0.801643, 2.189683], [-5.004886, 1.695123, 3.137948], [-2.736264, -0.672797, 1.368688], [-3.553440, -1.583749, 0.741823], [-4.755872, -2.081061, 1.297284], [-5.499449, -3.056922, 0.652162], [-5.088377, -3.600495, -0.562162], [-3.886702, -3.158576, -1.102033], [-3.138176, -2.181878, -0.465870], [-4.623287, 2.732195, 4.991344], [-2.354092, 1.747727, 5.223932], [-1.504587, 0.159335, 3.552768], [-5.126483, 0.571505, 1.317881], [-5.987921, 2.133989, 3.001493], [-5.086777, -1.707943, 2.258552], [-6.412324, -3.414509, 1.119008], [-5.685143, -4.349134, -1.067607], [-3.524475, -3.577513, -2.034313], [-2.204492, -1.862069, -0.908559], [2.230054, 4.591399, -5.422652], [2.780063, 3.317698, -4.870303], [3.881781, 2.678864, -5.340462], [4.259346, 1.467673, -4.708819], [3.610556, 0.946010, -3.702595], [2.490748, 1.572243, -3.212390], [1.538166, 1.026055, -1.975177], [2.128140, 2.766507, -3.838512], [5.454703, 0.704573, -5.192850], [2.856480, 4.962686, -6.230078], [2.173128, 5.350793, -4.640379], [1.220472, 4.429191, -5.805884], [4.441324, 3.084143, -6.171032], [1.287041, 3.188097, -3.467489], [5.989002, 1.233018, -5.982987], [5.127904, -0.266730, -5.566389], [6.126804, 0.517584, -4.355210], [-1.965004, 0.147767, -6.304077], [-1.816782, 0.235641, -4.968716], [-1.095942, -0.712270, -4.274177], [-0.527089, -1.725600, -4.941515], [-0.948970, -0.613914, -2.909611], [-0.217638, -1.555053, -2.285226], [-1.511071, 0.422437, -2.135546], [-1.365572, 0.547584, -0.854095], [-2.225865, 1.367469, -2.892122], [-2.778644, 2.414748, -2.258253], [-2.378793, 1.277861, -4.260661], [-3.071951, 2.218992, -4.920168], [1.075274, 2.437295, 3.950570], [1.157435, 3.185797, 2.732446], [0.873075, 2.340924, 1.346966], [0.994271, 3.626140, 0.358790], [2.301288, 4.115092, 0.083383], [-0.706224, 2.102984, 1.346433], [-1.725934, 3.101690, 1.122493], [1.200915, 3.135500, 4.774149], [1.858943, 1.675991, 4.007760], [0.103933, 1.949834, 4.053226], [2.915659, 3.338053, -0.382675], [2.788663, 4.467814, 0.994595], [2.192738, 4.951160, -0.603700], [-2.665053, 2.674279, 1.459566], [-1.779229, 3.318804, 0.058149], [-1.493660, 4.002129, 1.688189]],
  "forces_ev_per_angstrom": [[-0.07, -0.25, 0.33], [-0.18, -0.06, -0.13], [0.17, 0.06, -0.21], [-0.12, 0.07, 0.19], [0.17, -0.12, 0.11], [0.06, 0.04, -0.07], [-0.04, 0.08, -0.10], [-0.13, 0.04, 0.00], [-0.03, -0.07, 0.09], [-0.01, -0.11, 0.11], [-0.33, 0.24, 0.13], [0.21, 0.17, -0.13], [0.01, -0.15, -0.21], [0.00, 0.06, -0.07], [-0.06, 0.01, 0.11], [0.11, -0.05, 0.01], [0.04, 0.12, -0.04], [0.11, -0.16, 0.07], [-0.09, -0.06, -0.04], [0.07, 0.02, -0.08], [0.01, 0.02, 0.00], [0.01, 0.01, 0.01], [-0.07, -0.05, 0.05], [-0.08, 0.06, -0.09], [0.05, -0.07, -0.03], [-0.03, -0.03, 0.16], [-0.10, 0.04, -0.04], [-0.02, -0.09, 0.09], [0.13, 0.07, -0.01], [0.06, -0.09, -0.06], [-0.03, 0.07, -0.07], [0.01, 0.02, -0.11], [-0.19, -0.16, -0.04], [0.05, 0.15, 0.02], [0.07, -0.06, -0.09], [-0.13, 0.26, 0.00], [0.09, 0.06, 0.15], [-0.08, -0.10, -0.09], [0.08, 0.07, 0.06], [0.02, 0.06, 0.01], [-0.01, 0.00, 0.08], [-0.03, -0.01, 0.09], [0.02, 0.01, -0.02], [0.01, -0.03, -0.02], [0.00, 0.06, -0.02], [0.00, -0.02, 0.04], [0.01, -0.03, -0.01], [-0.01, 0.00, -0.04], [0.02, 0.03, -0.02], [0.02, -0.01, 0.02], [0.02, 0.02, 0.01], [0.00, 0.02, -0.13], [-0.05, 0.02, 0.01], [0.04, 0.20, -0.21], [0.18, 0.07, -0.22], [-0.01, -0.04, 0.06], [-0.28, 0.05, 0.23], [-0.02, -0.07, 0.00], [0.49, 0.33, -0.34], [-0.16, -0.20, 0.31], [0.07, -0.01, -0.04], [-0.01, -0.01, 0.01], [0.00, 0.00, -0.02], [0.02, 0.01, 0.01], [-0.01, -0.03, 0.03], [-0.02, 0.01, 0.02], [-0.03, -0.03, 0.05], [0.01, 0.01, 0.00], [-0.01, 0.00, -0.02], [-0.02, 0.01, -0.07], [0.01, 0.03, -0.08], [0.03, -0.07, -0.01], [0.05, -0.08, -0.03], [-0.16, 0.01, 0.17], [-0.05, -0.16, 0.09], [0.19, -0.11, 0.12], [0.08, -0.24, -0.33], [-0.04, -0.03, 0.06], [-0.06, 0.13, 0.04], [0.02, 0.07, 0.07], [-0.09, 0.12, -0.06], [0.06, -0.02, -0.12], [-0.19, 0.04, 0.30], [0.36, -0.10, 0.13], [-0.11, 0.13, -0.02], [0.01, -0.13, 0.00], [-0.20, 0.02, 0.00], [0.12, -0.10, -0.02], [0.03, 0.07, -0.02], [0.00, 0.01, -0.07], [-0.05, 0.02, -0.05], [-0.02, 0.00, 0.01], [-0.02, 0.00, 0.01], [-0.02, 0.02, -0.04], [0.00, -0.05, 0.04], [0.03, -0.03, 0.00], [0.02, 0.03, 0.04]]
}

***

2.
{
  "formula": "C34H26ClFO10S2",
  "method": "wB97M-V/def2-TZVPD",
  "homo_lumo_gap_ev": 8.40,
  "homo_energy_ev": -9.84,
  "lumo_energy_ev": -1.433,
  "smiles": "O=S(=O)(Cl)CCCC[C@@]1(F)COS(=O)(=O)O1.O=C1c2ccccc2C(=O)c2ccccc21.O=C1c2ccccc2C(=O)c2ccccc21",
  "spin_multiplicity": 1,
  "total_energy_ha": -3420.09784,
  "elements": ["O", "S", "O", "Cl", "C", "C", "C", "C", "C", "F", "C", "O", "S", "O", "O", "O", "H", "H", "H", "H", "H", "H", "H", "H", "H", "H", "O", "C", "C", "C", "C", "C", "C", "C", "C", "O", "C", "C", "C", "C", "C", "C", "H", "H", "H", "H", "H", "H", "H", "H", "O", "C", "C", "C", "C", "C", "C", "C", "C", "O", "C", "C", "C", "C", "C", "C", "H", "H", "H", "H", "H", "H", "H", "H"],
  "positions_angstrom": [[-6.318033, -0.537163, -4.868246], [-6.235990, -0.925290, -3.496408], [-7.285573, -1.669201, -2.886339], [-4.545077, -2.053263, -3.330817], [-5.897745, 0.537209, -2.537900], [-4.577178, 1.249231, -2.871433], [-3.664970, 1.646146, -1.708613], [-2.935360, 0.549952, -0.935425], [-3.682945, -0.154989, 0.199023], [-4.146006, -1.376155, -0.219491], [-2.818929, -0.411035, 1.437233], [-3.099352, 0.656789, 2.356879], [-4.378439, 1.486122, 1.957884], [-3.984723, 2.770574, 1.500886], [-5.377998, 1.346696, 2.948450], [-4.785959, 0.590235, 0.684856], [-6.048722, 0.293031, -1.488513], [-6.741594, 1.148396, -2.867837], [-4.009369, 0.655572, -3.589403], [-4.841792, 2.178132, -3.377147], [-4.179991, 2.307665, -1.011692], [-2.877592, 2.247136, -2.162473], [-2.073787, 1.030216, -0.464155], [-2.530102, -0.199807, -1.615864], [-1.751850, -0.460764, 1.234583], [-3.141665, -1.341750, 1.904966], [4.429044, -1.439560, 5.720860], [3.640154, -1.077259, 4.875943], [3.215680, -1.989745, 3.774130], [3.722812, -3.282573, 3.739389], [3.326794, -4.153662, 2.739008], [2.422390, -3.737934, 1.767880], [1.921469, -2.447862, 1.792336], [2.316173, -1.568337, 2.793300], [1.775342, -0.179436, 2.791247], [1.028288, 0.202881, 1.914277], [2.180392, 0.725758, 3.903067], [1.661829, 2.014470, 3.944123], [2.006784, 2.864776, 4.980528], [2.871041, 2.432040, 5.980399], [3.396361, 1.151762, 5.940621], [3.055271, 0.294709, 4.901967], [4.423735, -3.590996, 4.502640], [3.721810, -5.160591, 2.714360], [2.110785, -4.422580, 0.990167], [1.224509, -2.107554, 1.038857], [0.986861, 2.334467, 3.162211], [1.599391, 3.866573, 5.013481], [3.133888, 3.096623, 6.792699], [4.071293, 0.801619, 6.709275], [-0.410751, 0.845073, -1.822716], [0.678686, 0.551637, -2.272467], [1.925509, 0.797382, -1.497425], [1.831300, 1.354633, -0.227809], [2.976649, 1.563956, 0.520667], [4.220553, 1.218195, 0.004488], [4.321129, 0.670585, -1.263429], [3.175912, 0.459461, -2.020171], [3.311952, -0.127664, -3.385834], [4.399783, -0.381777, -3.854318], [2.059093, -0.403148, -4.147182], [2.142922, -0.995585, -5.400947], [0.987699, -1.291998, -6.105585], [-0.259183, -0.996144, -5.564507], [-0.344603, -0.385723, -4.325381], [0.809400, -0.089246, -3.611887], [0.856495, 1.613523, 0.162016], [2.901944, 1.994852, 1.510359], [5.113623, 1.376332, 0.594533], [5.281519, 0.399188, -1.679338], [3.118063, -1.226567, -5.806966], [1.056832, -1.760550, -7.078333], [-1.160903, -1.238606, -6.111073], [-1.304980, -0.139084, -3.892460]],
  "forces_ev_per_angstrom": [[0.12, -0.04, -0.04], [-0.28, 0.27, -0.16], [-0.02, -0.05, 0.10], [0.21, -0.06, 0.08], [0.11, 0.06, 0.07], [-0.10, 0.06, 0.00], [-0.08, -0.11, -0.06], [-0.30, 0.20, 0.41], [0.72, -0.13, -0.50], [-0.37, 0.25, 0.04], [-0.24, -0.45, 0.38], [0.38, 0.02, -0.07], [-0.24, -0.05, -0.19], [0.04, 0.06, 0.04], [-0.04, 0.00, -0.02], [-0.15, -0.03, 0.21], [0.12, -0.14, 0.00], [-0.08, -0.02, 0.16], [0.02, -0.01, -0.03], [0.06, -0.07, -0.16], [-0.07, -0.01, -0.03], [0.08, 0.09, 0.02], [-0.19, -0.10, -0.09], [-0.05, -0.08, 0.19], [0.00, 0.27, -0.04], [-0.03, 0.00, -0.03], [0.00, 0.01, 0.01], [0.02, -0.04, -0.01], [-0.01, 0.04, 0.03], [0.00, -0.06, -0.02], [-0.01, 0.01, -0.01], [0.01, 0.00, 0.00], [0.01, -0.04, -0.05], [0.01, 0.11, 0.00], [-0.04, -0.19, 0.22], [-0.41, -0.35, 0.51], [0.00, -0.08, -0.04], [0.00, 0.06, 0.06], [0.00, 0.02, 0.00], [-0.01, 0.00, -0.01], [0.00, 0.06, 0.02], [0.01, -0.02, -0.02], [-0.01, 0.03, 0.03], [0.00, 0.00, 0.00], [0.01, 0.00, -0.01], [0.00, 0.04, -0.01], [-0.04, -0.02, -0.01], [0.00, 0.00, 0.00], [0.00, 0.01, 0.00], [0.01, -0.04, -0.02], [0.33, 0.12, -0.23], [0.24, -0.02, 0.01], [-0.06, 0.05, 0.05], [-0.02, 0.24, -0.37], [0.26, 0.15, -0.23], [-0.13, 0.05, 0.10], [0.01, -0.05, -0.08], [0.11, -0.06, -0.05], [0.02, 0.01, 0.08], [0.02, -0.02, -0.04], [-0.01, 0.02, 0.03], [-0.03, -0.04, -0.06], [0.00, -0.01, 0.02], [0.05, 0.04, -0.01], [-0.10, -0.05, -0.05], [-0.03, 0.02, 0.07], [0.12, 0.00, -0.12], [0.03, 0.02, -0.05], [0.02, 0.02, 0.01], [-0.01, -0.01, -0.04], [0.02, 0.01, 0.03], [0.00, 0.00, 0.00], [0.00, 0.01, -0.01], [0.00, 0.01, 0.01]]
}